Entry 1:
{"formula": "C8H10N2OS", "method": "ωB97M-V/def2-TZVPD", "orbital_gap_ev": 9.065, "multiplicity": 1, "e_tot_ev": -24317.2258, "fmax_ev_per_a": 5.76, "e_lumo_ev": 0.66, "e_homo_ev": -8.41, "de_lowest_kj_mol": 351.00, "elements": ["S", "O", "N", "N", "C", "C", "C", "C", "C", "C", "C", "C", "H", "H", "H", "H", "H", "H", "H", "H", "H", "H"], "coordinates": [[-0.493, -0.532, 1.603], [3.052, 0.238, -1.032], [1.294, 1.127, 0.244], [-1.295, 3.312, 0.979], [2.389, -0.349, 1.313], [2.389, 0.349, -0.056], [-0.917, -0.851, -0.188], [-0.588, 2.632, 0.220], [1.103, 0.468, 1.508], [-2.062, -0.451, -0.548], [0.118, -1.665, -0.907], [0.374, 1.990, -0.389], [3.329, -0.149, 2.006], [-2.312, 3.022, 1.074], [1.066, -1.280, -0.769], [-2.557, -0.676, -1.426], [2.144, -1.474, 1.261], [-0.145, -1.377, -1.961], [-2.624, 0.192, 0.123], [-0.089, -2.784, -0.921], [1.078, 1.154, 2.439], [0.334, 1.983, -1.397]], "atomic_forces_ev_per_a": [[0.19, 0.55, -0.74], [0.62, 0.11, -1.21], [-0.73, -0.14, 1.05], [-0.92, -0.55, -1.46], [0.82, -0.98, 0.71], [0.62, -0.13, 0.20], [4.40, -1.57, 3.38], [-0.53, 0.58, 2.29], [-1.21, 0.46, 2.57], [-3.09, 1.95, 0.77], [-3.85, -0.74, -2.87], [0.37, -0.20, 1.87], [-2.13, -0.29, -1.51], [1.66, 0.00, 0.09], [1.93, -0.19, 0.49], [-0.57, -0.55, -2.01], [0.71, 1.76, 0.04], [0.62, -0.46, 0.37], [-0.05, -0.17, 0.00], [0.81, 1.38, 0.71], [-0.05, -0.97, -1.49], [0.39, 0.15, -3.24]]}


Entry 2:
{"formula": "C3H10N2", "method": "ωB97M-V/def2-TZVPD", "orbital_gap_ev": 9.999, "multiplicity": 1, "e_tot_ev": -6248.8913, "fmax_ev_per_a": 6.36, "e_lumo_ev": 1.03, "e_homo_ev": -8.97, "de_lowest_kj_mol": 437.76, "elements": ["N", "N", "C", "C", "C", "H", "H", "H", "H", "H", "H", "H", "H", "H", "H"], "coordinates": [[0.582, 1.268, -1.867], [-0.523, 1.008, 0.972], [-0.063, -1.411, 0.961], [-0.400, -0.204, 0.184], [0.719, 0.071, -0.936], [0.343, -2.218, 0.377], [0.231, 2.126, -1.353], [0.967, -0.829, -1.407], [-1.395, -0.211, -0.312], [1.672, 0.405, -0.517], [-0.901, 1.864, 0.557], [-0.178, 0.300, -1.754], [-1.063, 0.804, 1.810], [-0.761, -1.762, 1.778], [0.771, -1.209, 1.506]], "atomic_forces_ev_per_a": [[-3.34, -2.15, -0.98], [0.53, 0.47, 1.92], [-1.56, -1.14, 0.88], [-0.61, 2.21, -2.38], [3.31, 1.41, 5.24], [-0.72, -0.63, -0.66], [0.10, -1.88, -0.20], [0.09, -1.38, -1.45], [0.43, -1.17, -0.47], [-0.04, -1.08, 1.50], [0.12, -0.93, -0.26], [-1.23, 4.56, -3.42], [0.11, 0.26, -0.17], [0.14, 0.30, -1.40], [2.66, 1.15, 1.84]]}


Entry 3:
{"formula": "C17H20MoN5O6S3Te", "method": "ωB97M-V/def2-TZVPD", "orbital_gap_ev": [4.974, 5.472], "s_squared": 2.285, "multiplicity": 3, "e_tot_ev": -79341.0887, "total_charge": -1, "fmax_ev_per_a": 4.88, "e_lumo_ev": [1.55, 1.58], "e_homo_ev": [-3.43, -3.89], "de_lowest_kj_mol": 365.86, "elements": ["Te", "Mo", "S", "S", "S", "O", "O", "O", "O", "O", "O", "N", "N", "N", "N", "N", "C", "C", "C", "C", "C", "C", "C", "C", "C", "C", "C", "C", "C", "C", "C", "C", "C", "H", "H", "H", "H", "H", "H", "H", "H", "H", "H", "H", "H", "H", "H", "H", "H", "H", "H", "H", "H"], "coordinates": [[1.004, -0.518, -2.874], [1.175, -0.317, -0.195], [1.692, 2.124, -0.028], [1.032, -0.409, 2.695], [3.592, -0.358, -0.032], [2.018, -4.275, -0.346], [-2.471, 1.405, 0.088], [1.622, -2.070, -0.175], [-3.731, -0.903, -2.594], [-1.874, 0.129, -1.718], [-0.466, 0.508, -0.028], [-1.411, 0.455, 3.135], [-1.270, -1.674, 1.083], [-2.294, -0.877, 0.435], [0.185, 2.085, 2.551], [-2.520, -1.026, -2.289], [-3.877, 1.313, -0.079], [1.391, -3.279, -0.673], [-0.414, -2.041, -1.832], [-0.776, 3.049, 2.500], [-1.738, -2.094, -2.419], [4.238, 1.255, 0.052], [-0.177, 0.769, 2.791], [3.892, 3.755, 0.149], [0.278, -3.291, -1.632], [-2.338, 1.402, 3.155], [-2.172, -3.284, -3.026], [5.738, 1.337, 0.098], [-1.372, -4.407, -2.986], [-1.751, 0.277, -0.281], [-2.060, 2.741, 2.834], [3.427, 2.330, 0.062], [-0.164, -4.429, -2.276], [-2.836, -1.460, -0.197], [-4.129, 1.015, -1.102], [0.405, -5.340, -2.182], [6.069, 1.868, 0.989], [3.503, 4.316, -0.698], [-4.308, 0.598, 0.630], [6.118, 1.857, -0.781], [4.976, 3.823, 0.153], [-0.448, 4.031, 2.196], [6.149, 0.332, 0.114], [-0.390, -1.475, -0.901], [-2.836, 3.486, 2.818], [-1.711, -5.310, -3.471], [-1.582, -2.640, 1.127], [3.505, 4.216, 1.056], [-1.224, -1.318, 2.043], [-3.337, 1.073, 3.402], [-3.140, -3.294, -3.499], [-4.247, 2.315, 0.125], [1.057, 2.230, 2.026]], "atomic_forces_ev_per_a": [[0.04, -0.49, -0.13], [3.26, 2.88, 0.19], [0.31, 0.18, -0.23], [0.32, 0.15, -0.06], [0.52, 0.26, -0.09], [-0.55, 0.77, -0.29], [0.15, 0.32, -0.24], [0.68, -4.81, 0.50], [0.25, -0.05, -0.11], [-0.99, -0.64, -1.34], [-3.83, 1.66, 0.86], [-1.90, 0.38, 0.34], [-0.26, 0.37, -0.10], [-0.11, -0.54, 0.18], [-2.12, 0.11, 0.06], [0.10, 0.46, 0.68], [0.17, -0.02, -0.06], [1.32, -0.50, 0.47], [0.57, 0.77, -0.11], [0.77, -0.83, 0.18], [0.13, 0.98, 0.58], [-0.50, 0.27, -0.01], [2.24, 0.31, 0.10], [-0.07, -0.29, -0.07], [-0.92, -1.08, -1.09], [0.93, -0.10, -0.26], [-0.03, -1.03, -0.49], [-0.10, 0.04, 0.01], [-1.15, 0.78, -0.49], [-0.12, -0.47, 0.30], [-0.21, -0.09, 0.23], [0.23, -0.33, 0.04], [1.28, 0.85, 1.13], [0.10, 0.06, 0.24], [-0.03, 0.03, 0.09], [0.05, -0.10, 0.10], [0.15, 0.05, 0.08], [0.01, 0.19, -0.10], [0.00, 0.06, -0.05], [0.16, 0.04, -0.06], [0.15, 0.06, 0.01], [0.04, 0.07, -0.09], [0.15, -0.01, 0.01], [-0.90, -0.64, -0.31], [-0.07, 0.10, -0.02], [-0.08, -0.05, -0.06], [-0.09, 0.11, -0.12], [0.01, 0.17, 0.12], [0.00, -0.40, -0.29], [-0.17, 0.05, 0.06], [-0.09, -0.03, -0.07], [-0.13, -0.01, -0.03], [0.34, -0.02, -0.19]]}